No. 1
71
Properties=species:S:1:pos:R:3:forces:R:3 method="wB97M-V/def2-TZVPD" homo_energy_ev=-4.930 e_tot_ev=-136690.132 charge=-1 lumo_ha=0.0613
C 4.176319 -0.353527 2.177794 -0.1 0.2 -0.2
O 3.640710 0.604470 1.296610 0.0 0.1 -0.1
C 4.568233 1.620336 0.943468 -0.1 -0.3 0.2
C 5.454308 1.211851 -0.213243 0.0 0.5 -0.3
C 4.628698 0.968545 -1.485407 0.1 -0.5 0.6
C 4.424013 -0.515886 -1.800192 0.1 0.5 0.1
C 3.180828 -0.723312 -2.644069 0.4 -0.5 -0.2
C 2.911166 -2.192824 -2.996767 0.2 0.1 0.5
C 1.779618 -2.810225 -2.184721 0.1 -0.2 -0.3
C 0.440479 -2.081085 -2.323188 0.4 0.5 0.1
C 0.045537 -1.281135 -1.066971 -0.1 -0.5 0.2
C -1.462313 -1.253392 -0.782736 -0.5 0.6 -0.7
Nb -2.312163 0.687468 -0.081775 2.7 0.2 1.3
O -0.989564 1.771417 -1.106615 -0.9 -1.0 0.3
C -1.171335 0.939463 1.812199 -0.4 -0.1 -0.1
C -0.277177 -0.239829 2.235271 0.0 0.2 0.2
C -0.086868 -0.318780 3.762060 0.0 -0.5 -0.4
S 1.417647 0.481793 4.376205 0.0 0.5 0.2
C -3.434857 2.695729 0.335130 -0.7 0.1 0.3
C -2.604171 3.653848 1.031485 -0.7 -0.9 -0.3
O -1.777712 4.347397 0.588143 1.5 1.3 -0.3
Br -3.001566 3.814357 2.980052 -0.1 0.0 0.6
C -4.046832 -0.324656 0.955860 0.5 0.5 -0.8
C -5.376080 -0.002741 0.655061 -0.2 -0.7 0.7
C -6.392126 -0.642291 1.357119 0.5 0.1 -0.1
C -6.038242 -1.569135 2.333446 -0.2 0.1 -0.2
N -4.791053 -1.901882 2.642323 0.3 0.1 -0.1
C -3.824265 -1.276501 1.950032 -0.7 0.0 0.0
P -3.683884 0.687996 -2.368248 -0.6 -0.3 0.0
O -4.730265 1.963870 -2.547112 0.1 -0.1 -0.3
O -2.590565 0.956197 -3.598006 -0.3 0.2 0.0
S -4.674465 -0.941396 -2.750504 0.0 0.0 -0.1
H 4.350681 0.090820 3.157299 0.1 0.0 0.2
H 3.442304 -1.142782 2.272745 -0.1 -0.2 0.1
H 5.106897 -0.781699 1.807401 0.2 -0.1 -0.1
H 5.155647 1.914320 1.815857 0.1 0.0 0.2
H 3.974939 2.479775 0.652916 -0.2 0.2 -0.1
H 6.147572 2.034234 -0.384015 0.2 0.1 0.0
H 6.061805 0.351519 0.052080 0.1 -0.3 0.0
H 3.642967 1.387290 -1.310697 -0.2 0.3 -0.1
H 5.088669 1.483813 -2.321078 -0.1 0.1 -0.3
H 5.304842 -0.885673 -2.320765 0.2 -0.3 -0.1
H 4.345544 -1.044751 -0.853264 -0.1 -0.2 0.1
H 2.348629 -0.305928 -2.088976 -0.3 0.2 -0.1
H 3.327514 -0.166723 -3.565100 -0.2 0.3 -0.1
H 2.732973 -2.314244 -4.060996 -0.2 0.0 -0.2
H 3.811839 -2.761922 -2.767905 0.2 -0.1 -0.2
H 1.685721 -3.846885 -2.499264 -0.1 -0.2 0.0
H 2.106379 -2.845766 -1.147369 -0.1 0.0 0.3
H 0.562267 -1.367376 -3.136499 -0.3 0.0 -0.3
H -0.353953 -2.753582 -2.620508 -0.2 -0.2 0.1
H 0.540977 -1.749497 -0.220531 0.1 0.0 0.3
H 0.485413 -0.289690 -1.136341 0.0 0.2 0.1
H -1.744863 -2.000484 -0.043243 -0.1 -0.1 0.2
H -1.988740 -1.554594 -1.686541 -0.2 -0.1 -0.1
H -0.705696 1.325110 -1.913791 0.1 0.2 -0.2
H -1.888329 1.128418 2.607775 -0.2 0.1 0.1
H -0.541365 1.820933 1.729649 0.0 0.3 0.0
H -0.652368 -1.211918 1.924835 -0.2 -0.1 -0.2
H 0.701163 -0.113777 1.786560 0.2 -0.1 -0.3
H -0.027001 -1.361817 4.050330 0.1 -0.2 0.2
H -0.959926 0.081515 4.260549 0.0 0.3 0.2
H 2.100660 -0.615781 4.696054 0.0 -0.2 0.0
H -4.330217 2.533744 0.922394 -0.2 -0.3 -0.1
H -3.690975 3.189363 -0.594617 0.0 -0.1 -0.3
H -5.614026 0.725697 -0.102334 -0.1 0.1 -0.2
H -7.430692 -0.435314 1.161382 -0.2 0.0 0.0
H -6.825197 -2.059642 2.890747 0.0 -0.2 0.1
H -2.814230 -1.552793 2.214814 0.2 -0.1 0.1
H -4.335927 2.735444 -2.963394 0.0 0.2 0.1
H -2.523948 1.904504 -3.748866 0.3 0.1 -0.1

---

No. 2
72
Properties=species:S:1:pos:R:3:forces:R:3 method="wB97M-V/def2-TZVPD" homo_energy_ev=-8.878 e_tot_ev=-60646.580 charge=0 lumo_ha=-0.0144 e_above_lowest_ev=0.812
C -4.547088 -0.015451 3.803719 0.0 1.3 0.8
C -4.735878 1.446959 3.653269 -1.4 3.5 -0.6
N -4.942478 2.612099 3.592039 0.9 -4.1 0.2
H -3.601238 -0.255271 3.317949 -0.2 -0.5 0.2
H -5.406598 -0.629781 3.535469 0.2 0.3 -0.6
H -4.511258 -0.086971 4.890779 0.6 -0.5 0.1
C -0.277248 2.666899 -6.218091 0.7 -0.2 0.2
C -1.443228 2.795119 -7.087631 5.2 -0.5 3.2
N -2.349508 2.834529 -7.722711 -4.7 0.3 -3.3
H 0.030832 3.630469 -5.812241 -0.5 -0.1 0.5
H 0.652012 2.318069 -6.668551 -0.3 0.0 -0.9
H -0.451638 1.885749 -5.478161 -0.3 0.5 0.4
C -1.361248 -6.321221 0.887979 0.0 -0.1 0.8
C -2.495998 -6.594001 1.733789 -5.1 -1.1 3.1
N -3.415668 -6.880491 2.437159 3.9 1.2 -2.9
H -1.072158 -7.329361 0.591029 0.6 0.4 -0.5
H -0.667838 -5.871671 1.598739 0.6 -0.1 -0.5
H -1.579198 -5.618701 0.083579 0.0 -0.3 0.0
C -0.980788 5.596839 5.150959 0.0 1.0 0.5
C -0.101188 5.264989 4.072499 1.9 -1.4 -3.4
N 0.615162 5.013229 3.178429 -1.7 0.6 2.3
H -1.672548 4.815589 5.465959 0.4 0.0 0.0
H -1.541288 6.488719 4.870789 -0.2 -0.1 -0.1
H -0.280738 5.939449 5.912959 -0.4 -0.3 0.7
C 4.186432 2.056279 -2.718731 0.3 -0.7 0.1
C 4.541612 2.749899 -3.953021 -0.5 0.7 -0.6
N 4.701192 3.316529 -4.946461 0.1 -0.5 0.8
H 4.727822 1.110619 -2.691621 0.2 0.0 0.1
H 3.135622 1.766869 -2.706511 -0.1 0.4 -0.1
H 4.447882 2.610529 -1.817311 -0.1 0.1 -0.2
C -5.221658 4.582479 -3.750161 -0.1 1.2 0.0
C -5.749158 5.683589 -2.892991 -0.9 1.2 2.1
N -6.189058 6.496789 -2.164781 1.3 -2.2 -2.2
H -4.725628 3.781339 -3.202231 -0.3 0.1 0.2
H -4.470828 5.039219 -4.394941 0.0 -0.1 -0.2
H -6.043858 4.231919 -4.374021 0.2 -0.2 0.1
C 4.299442 -2.013171 -5.650431 -0.1 -0.4 0.3
C 2.855172 -2.312621 -5.776861 -2.1 -0.3 -0.2
N 1.724212 -2.623081 -5.782651 2.9 0.8 0.0
H 4.562022 -2.449461 -4.686681 0.3 0.0 0.0
H 4.608152 -0.967901 -5.636001 -0.6 0.1 0.0
H 4.910712 -2.491811 -6.415521 -0.3 -0.2 -0.1
C -0.667978 1.073849 0.620509 0.4 -1.2 0.4
S -1.623428 1.238549 -0.888851 0.5 1.5 -1.9
O -1.075468 2.377029 -1.757141 -0.6 -1.2 1.3
C -1.193108 -0.244221 -1.847831 -0.1 -0.1 0.1
H -0.746468 0.030579 0.926329 -0.3 -0.3 -0.1
H -1.144578 1.609649 1.441399 0.2 0.5 -0.4
H 0.410602 1.213729 0.548449 -0.1 0.6 -0.3
H -1.382658 -1.114511 -1.219531 0.2 -0.1 -0.2
H -0.206438 -0.231861 -2.310901 0.3 0.2 0.7
H -1.853318 -0.266351 -2.714851 -0.4 0.1 0.3
C 0.312532 -0.766951 7.502919 1.4 0.8 1.8
S 0.287372 -0.579061 5.773109 -0.2 1.2 -3.2
O -0.036578 0.871859 5.419339 -0.2 -1.4 1.1
C 2.053982 -0.586791 5.299699 0.0 -0.5 0.4
H 0.967382 0.056639 7.787459 -0.3 0.4 0.5
H 0.828672 -1.618001 7.947249 -0.1 -0.5 -0.7
H -0.660028 -0.675061 7.986429 -0.1 0.1 -0.5
H 2.427772 -1.606081 5.202639 0.1 0.0 0.3
H 2.643332 0.036799 5.971929 -0.1 -0.2 0.2
H 2.133402 -0.123671 4.316179 -0.5 0.0 0.0
C 3.322172 -4.318411 1.055199 0.0 0.1 -1.2
C 2.764822 -3.971211 -0.307891 -0.3 1.7 -1.6
O 2.552712 -2.790151 -0.605961 0.4 -1.8 0.7
C 2.430992 -5.019591 -1.389001 0.1 0.1 1.0
H 2.381162 -4.337881 1.604929 0.4 -0.2 0.8
H 4.004112 -3.512921 1.327669 -0.4 0.0 0.4
H 3.868262 -5.261721 1.063179 -0.4 -0.1 0.1
H 1.375232 -4.962321 -1.653951 0.1 0.4 -0.2
H 2.599752 -6.055581 -1.095161 0.3 0.1 0.1
H 3.062512 -4.740111 -2.232311 -0.2 -0.2 -0.2

---

No. 3
81
Properties=species:S:1:pos:R:3:forces:R:3 method="wB97M-V/def2-TZVPD" homo_energy_ev=-11.289 e_tot_ev=-165804.586 charge=+1 lumo_ha=-0.1541
C -3.141175 -2.375063 1.344355 -0.4 0.1 0.0
C -2.171392 -1.176615 0.780133 -0.1 0.0 0.9
C -0.814414 -1.715029 0.000861 -0.5 -1.4 3.4
Br -1.047487 -3.591856 -0.787823 0.2 1.4 -0.2
N -0.077467 -0.750170 -0.816607 -1.8 2.9 -0.5
C -0.732701 0.280725 -1.604857 1.1 1.6 0.1
N -1.799341 0.214668 -2.504430 2.5 -2.5 3.0
C -2.504272 -1.072943 -2.758385 -2.4 0.8 -0.8
S -1.670427 -2.231279 -4.029466 -5.4 -6.0 -4.3
O -2.437936 -3.601476 -3.840682 3.0 5.0 0.5
O -1.944187 -1.839333 -5.500055 1.9 0.7 4.9
O -2.246855 1.341121 -3.146934 0.2 -0.2 -1.6
B -1.807968 1.416981 -4.537593 1.9 -0.2 -3.3
O -0.435976 0.882944 -4.848933 -3.8 0.9 -0.4
O -2.590387 1.998391 -5.671750 0.5 -3.0 3.4
N -0.103702 1.651013 -1.588127 -0.2 -3.7 0.0
C 0.377282 2.153137 -0.268575 -1.0 0.6 0.1
Cl -1.267303 2.288811 0.681520 1.1 -0.1 -0.8
C 0.881407 3.653922 -0.574376 0.1 2.6 0.8
C 0.936765 4.284758 -2.063266 0.8 1.8 -1.0
C -0.483593 4.512900 -2.848502 -0.3 -1.2 -1.0
C 2.168359 3.712268 -3.039871 -0.1 0.2 0.8
C 1.280415 1.132737 0.602045 1.0 -1.0 -0.4
P 3.198621 1.552423 0.609206 3.2 -3.3 3.4
O 4.056001 0.320490 1.200766 -3.1 3.6 -2.4
C 1.048976 0.948926 2.204390 -0.6 3.4 3.6
I 0.977743 -0.997372 3.333060 0.0 1.2 -1.7
C 0.950202 2.026548 3.247781 0.2 -3.6 -1.5
C 0.722568 1.745991 4.883600 0.0 0.2 0.2
I 1.153650 4.117535 2.812080 -0.1 -1.0 0.5
C 1.278021 -0.305829 -0.254824 2.7 -0.5 0.1
C 2.419430 -0.330298 -1.482806 -0.2 -1.4 -0.9
C 2.003664 -1.407866 -2.694011 1.1 1.9 -0.2
C 3.279924 -1.360877 -3.774908 -1.4 -1.1 -6.1
N 4.698462 -0.984863 -3.413367 -3.1 0.7 -1.4
O 2.960957 -1.640045 -5.069898 2.0 1.5 8.0
H -2.527327 -3.246894 1.841565 -1.2 1.8 -1.1
H -3.821547 -2.768252 0.471954 1.5 0.5 1.7
H -3.885459 -1.962896 2.177175 1.8 -0.7 -1.8
H -1.770217 -0.599818 1.745482 -0.7 -1.1 -2.3
H -2.810010 -0.427521 0.145965 1.3 -1.3 1.1
H -0.114439 -2.073811 0.897142 -1.4 1.3 -2.1
H -2.921320 -1.645963 -1.824397 1.6 0.9 -1.6
H -3.505687 -0.770219 -3.344798 2.3 -0.8 1.0
H -0.333035 -2.517765 -3.722256 -0.8 0.9 0.0
H -0.414043 0.640971 -5.837242 0.0 0.6 2.1
H -3.397031 1.407088 -5.831766 1.4 1.4 0.3
H 0.607077 1.582086 -2.339293 -0.3 0.8 0.5
H 1.932444 3.965979 -0.099079 -2.2 -1.3 -0.9
H 0.110902 4.379399 -0.010927 1.8 -1.8 -1.2
H 1.309193 5.410972 -1.874962 -0.8 -2.6 0.0
H -1.382598 3.896525 -2.370265 2.0 1.6 -0.8
H -0.355592 4.053380 -3.942918 -0.3 1.0 2.2
H -0.768615 5.641525 -3.004578 0.6 -2.3 0.6
H 3.047874 3.447250 -2.292122 -1.6 0.3 -1.7
H 2.586284 4.554861 -3.758290 -1.1 -1.8 1.5
H 1.834289 2.788358 -3.692286 0.8 1.7 1.3
H 3.495063 2.650054 1.540878 -0.9 -0.6 -1.2
H 3.666482 2.011550 -0.672337 -0.6 -0.1 0.5
H 0.620120 2.741084 5.504112 0.3 -1.7 -1.7
H 1.659739 1.184006 5.365519 -2.2 1.0 -1.3
H -0.296144 1.156976 5.088372 2.4 1.1 -0.7
H 1.764772 -1.134207 0.456293 -1.8 1.7 -1.4
H 2.548863 0.689670 -2.027600 -0.2 -1.7 1.1
H 3.466808 -0.753039 -1.094347 -2.4 1.4 -0.4
H 1.098867 -0.931784 -3.308970 2.0 -1.3 1.2
H 1.781136 -2.483117 -2.293297 0.5 2.0 -0.8
H 4.649871 0.031729 -3.121630 0.3 -1.5 -0.1
H 5.232924 -1.014714 -4.325340 -0.9 0.0 1.3
C -2.167305 -3.827570 5.307329 0.4 0.2 0.9
O -1.730937 -3.161260 4.377332 0.0 -0.1 0.5
N -1.740595 -3.749651 6.616169 -0.6 -0.2 -1.6
C -2.309443 -4.574831 7.661029 0.1 0.1 0.1
C -0.690153 -2.813203 6.958582 0.0 0.1 -0.3
H -2.968133 -4.570340 5.158233 0.1 0.0 0.1
H -2.743345 -3.925973 8.427099 0.0 -0.2 0.1
H -1.515425 -5.184414 8.101610 -0.2 0.0 0.1
H -3.087949 -5.231815 7.263975 0.2 0.1 0.0
H -1.017041 -1.801480 6.700319 0.2 0.0 0.1
H 0.204692 -3.053607 6.376546 0.0 0.2 0.1
H -0.459874 -2.864695 8.026270 -0.1 -0.1 -0.2